The following is a DFT calculation (ωB97M-V/def2-TZVPD) of 7 unconnected molecules or ions with the total composition C21H56O7.

CARTESIAN COORDINATES (ANGSTROEM)
O: -4.056 -5.348 -0.911
O: -0.635 0.922 3.759
O: -0.053 -0.148 1.158
O: 2.637 -0.828 2.445
O: -4.137 2.285 -4.153
O: 1.266 4.296 -3.134
O: 5.108 0.346 1.177
C: -2.781 -5.850 -0.969
C: 2.558 5.163 -1.290
C: 2.631 -2.166 2.524
C: -2.216 -0.690 0.264
C: -0.903 2.223 4.326
C: 0.172 3.083 3.506
C: -2.314 2.543 3.981
C: -4.488 0.901 -3.999
C: 1.860 -2.663 1.201
C: 4.237 0.278 -1.037
C: -0.831 0.019 0.008
C: 1.808 3.998 -1.871
C: -1.753 -4.723 -0.712
C: 5.181 1.091 -0.056
C: 4.684 2.466 0.152
C: -2.679 -6.928 0.002
C: 3.991 -2.743 2.496
C: -5.328 0.684 -2.757
C: -0.080 -0.701 -1.107
C: -3.255 0.104 -3.857
C: 0.585 3.630 -0.894
H: -3.794 2.200 -5.031
H: -2.522 0.239 -4.735
H: -1.968 -3.848 -1.319
H: -2.816 0.194 -2.856
H: 2.050 -3.682 0.880
H: -0.812 -5.159 -0.428
H: 4.541 3.085 -0.695
H: 0.632 -2.720 1.285
H: 6.159 1.015 -0.371
H: -3.372 -0.986 -3.804
H: -2.668 -0.300 1.234
H: 4.592 -2.580 1.570
H: -2.856 -0.454 -0.641
H: 2.383 3.068 -1.884
H: -1.554 -7.401 -0.013
H: -0.267 4.286 -0.855
H: 5.635 2.990 0.487
H: -3.019 1.692 4.429
H: -2.570 2.671 2.966
H: -0.033 3.012 2.440
H: 1.782 -0.476 2.056
H: 2.085 -1.932 0.328
H: 4.171 0.271 1.242
H: 4.483 -2.610 3.291
H: -5.493 -0.367 -2.674
H: -5.001 0.545 -4.898
H: 3.346 5.301 -1.841
H: -1.933 -1.711 0.255
H: -5.002 1.202 -1.749
H: 3.691 2.397 0.828
H: -4.439 -5.002 -1.695
H: 3.782 -3.761 2.188
H: 4.590 -0.605 -0.980
H: -2.581 -6.632 1.141
H: -0.541 -0.501 -2.106
H: -3.296 -7.763 0.110
H: -0.602 2.141 5.444
H: -1.253 1.003 -0.273
H: 1.966 5.996 -1.221
H: 4.216 0.419 -2.069
H: 3.193 0.423 -0.715
H: 0.673 4.992 -3.096
H: -0.160 -1.814 -0.799
H: 1.184 2.814 3.485
H: -2.040 -4.468 0.330
H: -6.436 0.892 -2.806
H: 1.973 -2.464 3.332
H: -0.836 0.357 4.362
H: 0.859 3.229 0.086
H: 0.892 -0.342 -1.272
H: -2.577 3.450 4.500
H: 2.772 4.973 -0.174
H: -2.306 -6.115 -1.844
H: 0.145 2.896 -1.380
H: -0.353 0.474 1.851
H: 0.096 4.221 3.851

Calculated values
- HOMO energy (Eh) = -0.3480
- Kohn-Sham gap (eV) = 9.94
- E_tot (Eh) = -1360.04536
- total charge = 0
- energy relative to the best compared isomer or geometry (same formula, charge and spin) (kcal per mole) = 222.0
- maximum force (eV/Å) = 8.597
- SMILES = CC(C)O.CC(C)O.CC(C)O.CC(C)O.CC(C)O.CC(C)O.CC(C)O